--- a ---
The following is a quantum chemistry calculation of the molecule C4H8Si2, from the OMol25 dataset.

```
14
Properties=species:S:1:pos:R:3:nbo_charge:R:1
C 2.447 0.614 -0.213 -0.338
C -1.087 0.008 0.407 -0.738
C 3.196 -0.478 -0.215 -0.472
C -0.765 -1.120 1.112 -0.386
Si 0.770 1.252 -0.099 0.953
Si -2.829 0.368 -0.279 0.772
H 4.226 -0.481 -0.495 0.223
H 2.620 -1.430 -0.087 0.222
H -1.652 -1.720 1.262 0.185
H 0.143 -1.477 1.477 0.195
H 0.359 2.413 0.827 -0.126
H 0.355 1.387 -1.473 -0.167
H -4.064 0.850 0.277 -0.158
H -3.136 0.546 -1.718 -0.164
```

Values from the calculation:
**Lowest unoccupied orbital energy (spin up / spin down)**: -0.57 / -1.30 eV
**Kohn-Sham gap (spin up / spin down)**: 8.1 / 5.5 eV

--- b ---
The following is a quantum chemistry calculation of a cluster of 2 separate species, C4H8Si2 in total, from the OMol25 dataset.

```
14
Properties=species:S:1:pos:R:3:nbo_charge:R:1
C 2.526 1.355 -0.672 -0.849
C 1.836 1.626 0.296 -0.317
C -3.054 -2.097 1.399 -0.240
C -2.795 -0.823 1.556 -0.782
Si 3.532 1.088 -2.185 0.845
Si -1.397 0.203 0.919 1.397
H -4.066 -2.550 1.763 0.224
H -2.232 -2.715 1.230 0.204
H -3.488 -0.270 2.164 0.244
H 4.880 0.715 -1.642 -0.153
H 3.414 1.989 -3.340 -0.166
H 2.781 -0.015 -2.956 -0.191
H -2.029 1.390 0.461 -0.177
H 0.091 0.103 1.009 -0.040
```

Values from the calculation:
**Lowest unoccupied orbital energy (spin up / spin down)**: -3.10 / -3.22 eV
**Kohn-Sham gap (spin up / spin down)**: 4.6 / 4.4 eV

In terms of stability, a leads; the second structure lies 181.3 kJ/mol higher.

--- a ---
The following is a quantum chemistry calculation of a cluster of 2 separate species, C7H16O2 in total, from the OMol25 dataset.

```
25
Properties=species:S:1:pos:R:3:nbo_charge:R:1
C -3.517 -0.732 -1.151 -0.725
C -2.692 -1.876 -1.723 0.794
O -2.190 -2.891 -1.212 -0.588
O -2.416 -1.552 -3.076 -0.720
H -4.018 -0.933 -0.149 0.244
H -2.833 0.122 -1.194 0.251
H -4.244 -0.651 -1.933 0.242
H -1.577 -2.196 -3.305 0.501
C 3.215 -0.484 -0.132 -0.625
C 2.651 0.839 0.209 -0.404
C 2.267 1.175 1.699 -0.401
C 1.410 2.460 1.845 -0.406
C 0.797 2.609 3.282 -0.618
H 3.780 -0.809 0.793 0.215
H 2.418 -1.317 -0.620 0.210
H 3.814 -0.251 -1.090 0.221
H 1.808 1.103 -0.598 0.185
H 3.380 1.621 0.175 0.191
H 1.776 0.133 2.026 0.192
H 3.307 1.185 2.188 0.193
H 0.476 2.087 1.052 0.206
H 2.024 3.327 1.724 0.215
H 1.503 2.422 4.094 0.207
H 0.609 3.766 3.448 0.203
H -0.153 1.987 3.521 0.215
```

Values from the calculation:
**Lowest unoccupied orbital energy**: 0.49 eV
**SMILES**: CC(=O)O.CCCCC
**Kohn-Sham gap**: 10.7 eV

--- b ---
The following is a quantum chemistry calculation of a structure of composition C7H16O2, from the OMol25 dataset.

```
25
Properties=species:S:1:pos:R:3:nbo_charge:R:1
C -0.058 -1.648 -0.609 0.503
C -0.256 1.783 0.704 -0.104
C 1.215 -0.670 1.088 -0.341
C 1.196 0.679 1.495 -0.486
C -1.502 -1.956 -1.004 -0.678
C 0.419 2.866 -0.103 -0.632
C -1.166 0.930 -0.023 -0.688
O 0.577 -1.272 -1.802 -0.749
O 0.503 -2.816 -0.062 -0.762
H 1.528 -1.246 -1.646 0.477
H 0.259 -3.574 -0.618 0.463
H -0.607 2.118 1.675 0.200
H 0.754 -1.406 1.732 0.212
H 2.074 -1.000 0.518 0.192
H 0.949 0.843 2.539 0.213
H 2.023 1.296 1.159 0.206
H -2.092 -2.182 -0.118 0.222
H -1.968 -1.147 -1.561 0.226
H -1.496 -2.821 -1.680 0.207
H -0.324 3.583 -0.467 0.214
H -2.149 0.823 0.435 0.217
H 1.164 3.414 0.474 0.207
H 0.908 2.438 -0.980 0.210
H -1.229 1.129 -1.092 0.213
H -0.720 -0.162 -0.053 0.259
```

Values from the calculation:
**Lowest unoccupied orbital energy (spin up / spin down)**: 0.50 / 0.50 eV
**Kohn-Sham gap (spin up / spin down)**: 8.3 / 8.3 eV

In terms of stability, a leads; the second structure lies 183.3 kJ/mol higher.

--- a ---
The following is a quantum chemistry calculation of a cluster of 2 separate species, C5H11OS in total, from the OMol25 dataset.

```
18
Properties=species:S:1:pos:R:3:nbo_charge:R:1
C 2.404 -2.420 1.074 -0.607
C 1.437 -1.981 0.258 0.181
O 1.633 -1.198 -0.798 -0.747
H 2.127 -3.088 1.881 0.186
H 3.443 -2.157 0.916 0.186
H 0.399 -2.239 0.457 0.172
H 0.729 -0.961 -1.186 0.495
C -0.350 1.297 0.828 -0.608
C -1.042 1.895 -0.394 -0.403
C -1.961 0.932 -1.110 -0.499
S -1.192 -0.608 -1.767 -0.670
H -1.084 1.003 1.586 0.184
H 0.330 2.019 1.288 0.184
H 0.223 0.412 0.553 0.230
H -1.631 2.768 -0.065 0.169
H -0.290 2.252 -1.102 0.191
H -2.394 1.429 -1.972 0.184
H -2.780 0.645 -0.446 0.172
```

Values from the calculation:
**Lowest unoccupied orbital energy**: 4.05 eV
**Net charge**: -1
**Kohn-Sham gap**: 7.1 eV

--- b ---
The following is a quantum chemistry calculation of a structure of composition C5H11OS, from the OMol25 dataset.

```
18
Properties=species:S:1:pos:R:3:nbo_charge:R:1
C -2.915 -0.271 -0.505 -0.613
C -2.051 0.148 0.693 -0.539
S -0.610 1.151 0.237 -0.426
H -2.319 -0.355 -1.409 0.210
H -3.720 0.448 -0.677 0.180
H -3.395 -1.242 -0.319 0.180
H -1.659 -0.741 1.192 0.229
H -2.664 0.712 1.398 0.178
O 0.289 -1.640 0.884 -0.738
C 0.910 -0.573 0.737 0.347
C 1.832 -0.392 -0.477 -0.488
C 2.682 0.872 -0.390 -0.611
H 1.271 -0.027 1.630 0.094
H 1.206 -0.363 -1.368 0.216
H 2.453 -1.292 -0.533 0.185
H 2.025 1.737 -0.304 0.224
H 3.318 0.982 -1.267 0.188
H 3.347 0.847 0.479 0.185
```

Values from the calculation:
**Lowest unoccupied orbital energy**: 4.01 eV
**Net charge**: -1
**Kohn-Sham gap**: 7.2 eV

--- c ---
The following is a quantum chemistry calculation of a cluster of 2 separate species, C5H11OS in total, from the OMol25 dataset.

```
18
Properties=species:S:1:pos:R:3:nbo_charge:R:1
C -1.222 1.297 0.383 -0.663
C -1.549 0.528 1.623 -0.291
C -0.635 -0.086 2.350 0.105
O -0.959 -0.683 3.556 -0.712
H -1.250 2.378 0.559 0.189
H -0.196 1.042 0.070 0.279
H -1.948 1.097 -0.408 0.188
H -2.576 0.489 1.984 0.177
H 0.391 -0.203 2.013 0.216
H -0.181 -1.166 3.863 0.472
C 0.585 -0.446 -2.389 -0.616
C 1.939 -0.805 -1.786 -0.510
S 2.189 -0.047 -0.127 -0.738
H 0.517 0.634 -2.546 0.195
H -0.216 -0.750 -1.708 0.198
H 0.390 -0.963 -3.334 0.168
H 2.730 -0.425 -2.427 0.173
H 1.991 -1.890 -1.675 0.171
```

Values from the calculation:
**Lowest unoccupied orbital energy**: 3.55 eV
**Net charge**: -1
**Kohn-Sham gap**: 6.0 eV

In terms of stability, a leads; the second structure lies 14.2 kJ/mol higher.

--- a ---
The following is a quantum chemistry calculation of a cluster of 8 separate species, C10H36N14O8 in total, from the OMol25 dataset.

```
68
Properties=species:S:1:pos:R:3:nbo_charge:R:1
N -4.736 -0.350 0.212 -0.825
C -3.754 -0.838 -0.562 0.775
N -4.249 -1.572 -1.585 -0.825
O -2.567 -0.564 -0.489 -0.716
H -4.473 -0.251 1.181 0.407
H -5.689 -0.597 0.007 0.390
H -5.238 -1.746 -1.546 0.385
H -3.658 -1.895 -2.333 0.420
N 0.632 2.702 3.068 -0.840
C -0.192 1.680 3.315 0.755
N -1.219 1.605 2.475 -0.854
O -0.114 0.954 4.296 -0.671
H 1.304 2.846 3.805 0.404
H 0.384 3.400 2.390 0.398
H -1.938 0.905 2.556 0.387
H -1.283 1.963 1.532 0.414
N -4.243 2.579 -0.699 -0.843
C -3.802 3.667 -0.067 0.760
N -2.465 3.643 0.045 -0.865
O -4.530 4.478 0.459 -0.667
H -5.232 2.429 -0.794 0.402
H -3.585 1.842 -0.887 0.383
H -1.953 4.391 0.479 0.402
H -1.975 2.974 -0.536 0.410
N 0.412 -5.102 -0.154 -0.828
C -0.279 -4.450 -1.075 0.761
N -0.838 -3.327 -0.583 -0.862
O -0.382 -4.745 -2.251 -0.676
H 0.230 -4.888 0.812 0.390
H 0.666 -6.030 -0.456 0.405
H -1.294 -2.785 -1.299 0.406
H -0.729 -3.051 0.377 0.396
N 4.890 0.722 0.397 -0.851
C 4.283 1.732 1.081 0.766
N 3.733 1.229 2.212 -0.847
O 4.394 2.909 0.839 -0.663
H 4.548 -0.207 0.566 0.390
H 5.510 0.927 -0.367 0.411
H 3.893 0.260 2.426 0.392
H 3.319 1.854 2.881 0.406
N 3.716 -0.678 -4.755 -0.845
C 4.150 -0.173 -3.585 0.766
N 3.980 1.144 -3.589 -0.838
O 4.570 -0.814 -2.642 -0.662
H 3.213 -0.147 -5.443 0.383
H 3.864 -1.640 -5.013 0.405
H 4.204 1.676 -2.762 0.406
H 3.512 1.676 -4.302 0.387
N -0.919 -1.944 2.504 -0.856
C -0.251 -2.596 3.442 0.762
N -0.984 -3.621 3.931 -0.865
O 0.861 -2.375 3.809 -0.632
H -1.851 -2.233 2.267 0.383
H -0.445 -1.165 2.074 0.424
H -1.982 -3.612 3.818 0.381
H -0.477 -4.240 4.541 0.411
C 1.331 0.235 -0.349 -0.643
C 0.646 1.395 -1.089 0.098
C 0.311 1.340 -2.615 -0.644
O -0.629 1.754 -0.544 -0.775
H 2.219 0.051 -0.957 0.233
H 0.659 -0.624 -0.407 0.200
H 1.651 0.457 0.667 0.236
H 1.325 2.250 -1.042 0.178
H -0.059 0.316 -2.739 0.201
H 1.118 1.238 -3.345 0.206
H -0.378 2.100 -2.971 0.224
H -1.135 0.933 -0.627 0.496
```

Values from the calculation:
**Lowest unoccupied orbital energy**: -0.29 eV
**SMILES**: NC(N)=O.NC(N)=O.NC(N)=O.NC(N)=O.NC(N)=O.NC(N)=O.NC(N)=O.CC(C)O
**Kohn-Sham gap**: 9.2 eV

--- b ---
The following is a quantum chemistry calculation of a cluster of 8 separate species, C10H36N14O8 in total, from the OMol25 dataset.

```
68
Properties=species:S:1:pos:R:3:nbo_charge:R:1
N 1.562 -2.435 -0.645 -0.873
C 0.233 -2.876 -0.692 0.788
N -0.493 -2.706 -1.860 -0.841
O -0.286 -3.456 0.264 -0.722
H 2.130 -2.686 0.184 0.430
H 2.059 -2.047 -1.434 0.418
H -1.491 -2.697 -1.818 0.403
H -0.140 -2.039 -2.572 0.404
N 2.035 -2.583 -5.896 -0.848
C 2.657 -2.259 -4.666 0.804
N 4.045 -2.367 -4.590 -0.831
O 2.040 -1.844 -3.671 -0.720
H 2.328 -3.431 -6.334 0.399
H 1.052 -2.369 -5.798 0.406
H 4.570 -2.119 -3.794 0.409
H 4.653 -2.664 -5.301 0.391
N 3.480 0.941 1.411 -0.805
C 3.627 -0.344 1.800 0.761
N 3.354 -0.720 3.078 -0.828
O 4.286 -1.143 1.081 -0.731
H 2.642 1.344 1.744 0.406
H 3.635 1.058 0.446 0.392
H 3.422 -1.725 3.145 0.405
H 2.768 -0.166 3.643 0.397
N -0.164 0.826 2.552 -0.856
C 0.423 1.433 3.566 0.766
N 0.117 0.877 4.821 -0.872
O 1.259 2.357 3.465 -0.718
H -0.287 1.339 1.671 0.426
H -0.743 -0.050 2.630 0.414
H 0.741 0.997 5.606 0.398
H -0.578 0.143 4.863 0.416
N 0.195 6.619 1.381 -0.858
C 0.551 5.470 0.548 0.790
N 0.393 4.312 1.203 -0.861
O 0.994 5.563 -0.662 -0.719
H -0.488 6.505 2.064 0.372
H 0.016 7.477 0.908 0.385
H 0.364 4.277 2.274 0.415
H 0.430 3.351 0.800 0.445
N -0.745 -3.025 3.422 -0.848
C -1.633 -1.993 3.409 0.772
N -2.088 -1.602 2.170 -0.879
O -1.952 -1.340 4.404 -0.702
H -0.526 -3.401 4.355 0.418
H -0.344 -3.234 2.545 0.428
H -1.931 -1.970 1.240 0.426
H -2.762 -0.856 2.236 0.403
N 1.441 2.777 -2.117 -0.851
C 1.032 1.723 -1.271 0.812
N 1.030 0.452 -1.810 -0.873
O 0.769 1.921 -0.085 -0.725
H 1.414 3.691 -1.733 0.443
H 1.581 2.619 -3.114 0.390
H 1.457 0.125 -2.667 0.414
H 1.107 -0.288 -1.109 0.409
C -3.686 0.600 -1.058 -0.622
C -4.431 -0.732 -1.123 0.113
C -5.922 -0.781 -1.518 -0.635
O -3.649 -1.536 -2.027 -0.747
H -3.441 1.057 -1.994 0.224
H -2.768 0.412 -0.553 0.213
H -4.390 1.260 -0.442 0.207
H -4.360 -1.246 -0.080 0.142
H -6.494 -0.224 -0.745 0.214
H -6.259 -1.861 -1.548 0.215
H -6.102 -0.257 -2.489 0.217
H -3.740 -2.455 -1.709 0.463
```

Values from the calculation:
**Lowest unoccupied orbital energy**: 0.13 eV
**SMILES**: NC(N)=O.NC(N)=O.NC(N)=O.NC(N)=O.NC(N)=O.NC(N)=O.NC(N)=O.CC(C)O
**Kohn-Sham gap**: 9.4 eV

In terms of stability, b leads; the second structure lies 129.3 kJ/mol higher.

--- a ---
The following is a quantum chemistry calculation of the molecule C6H6O4S, from the OMol25 dataset.

```
17
Properties=species:S:1:pos:R:3:nbo_charge:R:1
O 2.301 -0.666 -1.617 -0.538
C 1.518 -0.338 -0.796 0.534
C 1.784 0.591 0.327 0.075
O 3.136 0.880 0.461 -0.662
C 0.867 1.000 1.240 0.151
O -0.429 0.645 1.256 -0.448
C -0.857 -0.367 0.413 0.190
C -2.336 -0.240 0.051 -0.087
O -2.638 1.007 -0.514 -0.704
S -0.219 -2.085 0.656 0.158
C 0.063 -0.958 -0.685 -0.476
H 3.522 0.281 -0.162 0.489
H 1.064 1.673 2.021 0.210
H -2.842 -0.134 0.965 0.202
H -2.564 -1.122 -0.560 0.184
H -2.168 1.189 -1.383 0.471
H -0.203 -1.358 -1.672 0.253
```

Values from the calculation:
**Lowest unoccupied orbital energy**: 0.11 eV
**SMILES**: O=C1C(O)=CO[C@]2(CO)S[C@H]12
**Kohn-Sham gap**: 9.1 eV

--- b ---
The following is a quantum chemistry calculation of the molecule C6H6O4S, from the OMol25 dataset.

```
17
Properties=species:S:1:pos:R:3:nbo_charge:R:1
O 0.219 2.711 -0.925 -0.503
C -0.155 1.583 -0.844 0.588
C -1.462 0.946 -1.384 -0.498
C -1.757 -0.301 -0.571 -0.471
C -0.408 -0.677 -0.041 0.506
C 0.510 0.447 -0.181 -0.615
S 1.719 0.234 1.027 2.156
O 3.034 0.387 0.456 -0.926
O 1.503 0.895 2.264 -0.912
C 1.307 -1.612 1.161 -0.313
O -0.030 -1.764 0.678 -0.446
H -2.091 1.773 -1.349 0.246
H -1.285 0.633 -2.391 0.239
H -2.196 -1.120 -1.053 0.238
H -2.391 -0.211 0.255 0.250
H 1.301 -2.088 2.231 0.238
H 2.182 -1.834 0.665 0.224
```

Values from the calculation:
**Lowest unoccupied orbital energy**: -0.16 eV
**SMILES**: O=C1CCC2=C1S(=O)(=O)CO2
**Kohn-Sham gap**: 9.7 eV

In terms of stability, a leads; the second structure lies 86.5 kJ/mol higher.